The following is a DFT calculation (the ωB97M-V functional and the def2-TZVPD basis) of C17H23N2O6RuS2Se2 as an isolated structure at a distorted geometry.

## Properties
- Energy: -188211.4236 eV
- Spin multiplicity: 6
- Largest force on an atom: 1.42 eV/A
- Total charge: -2
- Energy above the lowest of the compared OMol25 structures with the same formula, charge and spin: 36.05 kJ/mol
- E_HOMO (spin up / spin down): -1.409 / -2.780 eV
- Expectation value of S²: 8.7638
- Kohn-Sham gap (spin up / spin down): 5.48 / 6.62 eV

Each line ends with the Löwdin spin population.
CARTESIAN COORDINATES (ANGSTROEM)
Ru (-0.397, 1.475, 0.129)  3.630
O (-0.246, 1.103, 2.473)  0.100
N (0.749, 0.391, 2.933)  0.013
C (0.590, -0.306, 4.090)  0.006
C (1.581, -1.095, 4.596)  0.005
C (2.793, -1.216, 3.900)  0.006
C (2.941, -0.524, 2.707)  0.006
C (1.933, 0.287, 2.219)  0.021
S (2.087, 1.183, 0.768)  0.119
H (-0.366, -0.163, 4.569)  0.001
H (1.423, -1.616, 5.530)  0.000
H (3.591, -1.832, 4.283)  0.000
H (3.853, -0.586, 2.132)  0.001
O (1.997, 4.781, -1.952)  0.004
C (1.265, 3.625, -2.263)  0.008
C (-0.214, 3.921, -2.590)  0.007
C (-0.208, 4.856, -3.818)  0.001
O (-1.485, 5.308, -4.210)  0.001
C (-1.019, 2.659, -2.947)  0.044
Se (-0.357, 0.882, -2.328)  0.287
C (-0.887, 4.701, -1.456)  0.044
Se (-0.619, 4.038, 0.402)  0.281
H (1.710, 5.072, -1.076)  0.003
H (1.325, 2.895, -1.438)  0.004
H (1.747, 3.182, -3.139)  0.002
H (0.283, 4.335, -4.652)  0.000
H (0.375, 5.750, -3.586)  0.000
H (-2.066, 4.540, -4.227)  0.000
H (-1.077, 2.557, -4.035)  0.007
H (-2.036, 2.721, -2.542)  0.002
H (-1.966, 4.731, -1.618)  0.003
H (-0.523, 5.731, -1.454)  0.008
C (-2.540, 1.052, 0.496)  0.261
H (-2.667, -0.029, 0.413)  0.027
H (-3.170, 1.573, -0.231)  0.025
H (-2.754, 1.404, 1.506)  0.024
N (0.120, -1.564, -0.068)  0.032
C (-0.138, -2.911, 0.111)  0.002
C (0.106, -3.831, -0.912)  0.002
C (-0.131, -5.179, -0.702)  0.000
C (-0.630, -5.615, 0.506)  0.002
C (-0.899, -4.719, 1.517)  0.000
C (-0.663, -3.370, 1.322)  0.001
S (-0.713, -7.395, 0.820)  0.000
O (-1.717, -7.579, 1.866)  0.000
O (-1.072, -8.016, -0.455)  0.000
O (0.655, -7.694, 1.254)  0.000
H (0.718, -1.326, -0.851)  0.001
H (0.317, -1.046, 0.780)  0.006
H (0.498, -3.477, -1.859)  0.000
H (0.064, -5.914, -1.467)  0.000
H (-1.294, -5.095, 2.447)  0.000
H (-0.867, -2.651, 2.105)  0.000